{"formula": "C5H15NO3", "method": "the ωB97M-V functional and the def2-TZVPD basis", "homo_ev": -9.4, "e_above_lowest_ev": 2.6650, "orbital_gap_ev": 9.97, "symbols": ["O", "H", "H", "O", "H", "H", "H", "H", "H", "C", "H", "O", "H", "C", "C", "N", "H", "C", "H", "H", "H", "H", "C", "H"], "positions_angstrom": [[-1.492, 1.910, -2.271], [-2.402, 0.557, 0.378], [1.267, -1.056, -0.707], [0.645, -0.556, 1.878], [2.234, 0.345, -0.233], [-0.095, 1.356, 0.654], [-0.969, -1.319, -2.635], [-0.761, 2.984, 0.376], [1.930, -2.138, 1.538], [1.879, -1.052, 1.377], [-0.663, 2.329, -2.528], [-0.933, -0.922, -1.759], [-0.652, -1.439, 0.491], [-1.448, 1.520, -0.996], [-0.381, 2.080, -0.108], [-2.404, 0.732, -0.620], [-1.328, -0.944, 2.073], [2.110, -0.730, -0.096], [-0.317, -2.397, 1.964], [2.653, -0.586, 1.994], [3.017, -1.226, -0.445], [0.507, 2.344, -0.681], [-0.466, -1.384, 1.569], [-1.929, -0.409, -1.212]]}

---

{"formula": "C13H14FI", "method": "the ωB97M-V functional and the def2-TZVPD basis", "homo_ev": [-8.3, -8.3], "orbital_gap_ev": [7.60, 7.60], "symbols": ["C", "C", "H", "C", "H", "C", "H", "H", "H", "C", "H", "H", "H", "C", "C", "H", "F", "H", "C", "H", "I", "C", "H", "C", "H", "C", "C", "H", "C"], "positions_angstrom": [[-0.283, 0.409, -0.821], [2.334, -0.857, -0.456], [4.415, -0.573, -1.180], [-2.318, 1.293, 0.166], [4.035, -2.886, 0.699], [-1.626, 0.712, -0.898], [-2.059, 0.737, -1.836], [2.118, -0.082, 1.418], [1.888, -1.819, -0.233], [-0.311, 1.064, 1.443], [2.325, 1.283, 0.339], [-2.181, 2.013, 2.335], [0.117, -0.123, -1.657], [4.266, -2.482, -0.249], [1.834, 0.262, 0.492], [4.040, -0.372, 0.480], [-6.789, 0.284, -1.223], [-5.522, 2.700, -0.297], [3.880, -0.992, -0.331], [0.157, 0.999, 2.483], [-5.466, -1.404, 0.573], [-4.764, 1.976, -0.173], [3.611, -3.178, -0.848], [0.360, 0.606, 0.414], [5.383, -2.768, -0.360], [-6.444, 0.388, -0.002], [-1.700, 1.408, 1.401], [2.272, -0.361, -1.479], [-3.573, 1.761, -0.198]]}

---

{"formula": "C26H40Cl10F12O8", "method": "the ωB97M-V functional and the def2-TZVPD basis", "homo_ev": -10.7, "smiles": "CCOC(=O)C(F)(F)F.CCOC(=O)C(F)(F)F.CCOC(=O)C(F)(F)F.CCOC(=O)C(F)(F)F.ClCCCl.ClCCCl.ClCCCl.ClCCCl.ClCCCl", "e_above_lowest_ev": 0.0104, "orbital_gap_ev": 10.91, "symbols": ["C", "H", "H", "C", "O", "H", "O", "H", "C", "H", "C", "C", "F", "C", "H", "H", "H", "H", "F", "H", "H", "H", "O", "F", "H", "C", "H", "Cl", "Cl", "F", "C", "F", "C", "Cl", "F", "H", "C", "C", "H", "H", "C", "H", "H", "H", "H", "C", "H", "H", "C", "C", "H", "Cl", "H", "C", "O", "H", "C", "Cl", "C", "C", "H", "H", "H", "O", "F", "H", "H", "C", "H", "H", "F", "H", "O", "H", "Cl", "C", "H", "Cl", "O", "F", "C", "Cl", "C", "H", "H", "C", "F", "O", "F", "Cl", "H", "H", "Cl", "C", "F", "C"], "positions_angstrom": [[0.116, -1.830, 0.402], [-0.340, 6.139, 0.432], [-2.847, 6.196, 0.798], [2.645, 2.957, -0.447], [2.591, 1.223, -2.133], [-4.014, 1.896, -3.515], [5.779, -2.419, 0.337], [-2.390, 5.645, -0.823], [-1.200, -1.267, -0.148], [2.017, 3.500, 0.260], [-2.077, 4.713, 5.092], [-6.657, -1.792, -0.759], [-3.581, 1.640, 0.824], [0.245, -3.531, -5.604], [1.374, -6.258, 4.400], [-0.008, -2.277, 1.388], [3.121, -4.031, -1.102], [-2.946, 0.740, -2.613], [6.611, -1.693, 3.431], [-2.078, -1.910, -0.212], [3.700, -6.006, 4.903], [-1.061, -3.092, -3.802], [-3.098, 2.596, 4.652], [7.934, -2.101, 1.881], [-1.008, 5.364, 1.859], [-2.427, 1.438, -4.672], [4.000, -4.634, 3.950], [1.146, -3.524, -2.977], [1.195, -4.561, 2.756], [-1.082, 5.452, 4.514], [-0.855, 1.786, 3.114], [-1.943, 4.726, 6.429], [2.719, 1.007, -3.442], [-6.468, -0.315, -1.816], [4.456, -0.381, -2.950], [3.163, -3.396, 0.593], [-5.273, -1.956, -0.169], [5.687, -1.458, 1.269], [5.280, -2.994, -1.542], [-0.118, 1.919, 2.322], [-4.100, 3.805, -0.016], [3.325, 3.652, -0.940], [4.181, -1.807, -0.990], [-1.554, 0.254, 4.448], [-0.448, -0.270, 3.132], [1.849, 2.230, -1.489], [-2.583, 0.465, -5.138], [-4.547, -1.995, -0.980], [-0.925, 5.285, 0.775], [3.744, -3.790, -0.241], [3.368, 2.313, 0.053], [-3.012, 2.732, -5.727], [-0.187, -3.050, -6.482], [-2.119, 3.290, 4.528], [4.616, -0.835, 1.506], [1.615, -4.545, 4.911], [3.382, -5.532, 3.975], [1.284, -0.498, 0.615], [6.920, -1.320, 2.201], [-0.060, -2.897, -4.186], [-0.371, 4.376, 0.542], [-4.911, -1.097, 0.396], [4.302, -4.678, 0.058], [-1.009, 2.966, 3.867], [-5.389, 1.798, -0.221], [0.619, -2.534, -0.261], [-1.746, 1.655, 2.499], [-2.992, 1.579, -3.307], [0.112, 0.642, 4.626], [1.385, 2.971, -2.141], [7.339, 0.004, 2.270], [-7.071, -2.640, -1.305], [-4.798, 4.331, -0.881], [-1.364, 1.682, -4.678], [-0.117, -5.308, -5.555], [-4.601, 2.451, 0.652], [0.029, -1.813, -4.254], [-5.272, -3.399, 0.798], [-3.033, 4.246, 0.630], [-5.176, 2.735, 1.839], [-0.662, 0.501, 3.872], [-0.935, -0.519, -1.800], [-2.344, 5.407, 0.239], [1.308, -3.665, -5.801], [-1.558, -0.473, 0.508], [3.563, -0.192, -3.861], [2.872, -1.319, -3.862], [2.098, 1.649, -4.253], [-3.208, 5.338, 4.719], [-2.187, 2.851, -2.383], [1.135, 1.618, -0.938], [-7.414, -1.615, 0.004], [3.685, -6.608, 2.695], [1.880, -5.316, 4.188], [4.043, 0.064, -5.083], [4.729, -2.687, -0.653]]}

---

{"formula": "C4H7NS2", "method": "the ωB97M-V functional and the def2-TZVPD basis", "homo_ev": -9.0, "smiles": "CSC(C#N)SC", "e_above_lowest_ev": 0.4125, "orbital_gap_ev": 9.66, "symbols": ["C", "S", "H", "H", "H", "S", "H", "H", "C", "H", "H", "C", "C", "N"], "positions_angstrom": [[-1.729, -0.551, 0.781], [1.154, -0.868, -1.165], [-2.698, -0.786, 1.172], [-1.375, 0.355, 1.287], [1.139, -0.650, 1.277], [-1.898, -0.268, -0.990], [2.088, 0.630, 0.503], [-1.072, -1.406, 0.986], [-0.231, 0.310, -1.409], [-0.260, 0.475, -2.489], [2.716, -1.024, 0.610], [1.816, -0.415, 0.452], [0.059, 1.600, -0.784], [0.290, 2.598, -0.231]]}

---

Which calculated total energy belongs to each record? In order, -13059.115; -24519.166; -201824.979; -27421.433 eV.